ORCA calculation (ωB97M-V/def2-TZVPD) on C5H4N2 as an isolated structure.

Output
HOMO energy (alpha / beta): -8.5 / -8.5 eV
E_LUMO (alpha / beta): 0.009 / 0.009 Ha
Calculated total energy: -8222.8590 eV
Net charge: 0
ΔE to the lowest compared entry with this formula, charge and spin: 153.0 kcal per mole
Kohn-Sham gap (alpha / beta): 8.8 / 8.8 eV

Each line ends with the Löwdin charge.
Cartesian coordinates (Å):
1 C -0.885 -1.202 2.173  0.14
2 C -0.670 1.771 -1.178  0.15
3 C -0.660 -0.892 1.059  -0.17
4 C -0.740 0.589 -0.938  -0.14
5 C -0.446 -0.672 -0.300  -0.25
6 N 1.879 0.485 -0.202  0.03
7 N 1.425 -0.566 -0.594  0.03
8 H -1.087 -1.258 3.201  0.03
9 H -0.796 2.649 -1.568  -0.03
10 H -0.771 -1.535 -0.933  0.14
11 H 2.751 0.632 -0.718  0.07